Entry 1:
The following is a quantum chemistry calculation of a structure of composition C32H26Cl2N8O2PbSTe, from the Open Molecules 2025 dataset.

```
73
Properties=species:S:1:pos:R:3:forces:R:3:mulliken_charge:R:1
Pb -0.610 -0.579 -1.081 0.05 -0.19 -0.16 0.755
Cl -5.266 4.696 -1.305 -0.13 0.03 -0.07 -0.237
C -4.126 3.554 -0.688 0.24 0.03 0.17 0.072
C -3.997 2.327 -1.322 0.06 -0.01 -0.09 -0.566
C -3.057 1.396 -0.886 -0.02 0.23 -0.05 0.295
N -2.805 0.161 -1.488 -0.03 -0.43 0.07 0.015
C -3.503 -0.330 -2.513 0.08 0.33 0.03 0.123
O -4.409 0.201 -3.166 0.04 -0.04 0.02 -0.775
C -3.081 -1.724 -2.940 -0.16 -0.19 -0.26 0.553
C -3.802 -2.349 -3.953 -0.01 0.00 -0.05 -0.628
C -3.429 -3.615 -4.366 0.11 0.02 0.12 -0.408
C -2.351 -4.229 -3.743 -0.02 0.00 -0.05 -0.733
C -1.683 -3.535 -2.752 0.10 -0.09 0.00 -0.186
N -2.033 -2.312 -2.361 -0.37 -0.15 0.04 0.012
C -2.266 1.707 0.252 -0.20 0.09 -0.03 -0.711
C -2.403 2.941 0.870 0.08 0.01 -0.01 -0.463
C -3.321 3.868 0.396 -0.10 -0.09 -0.19 0.055
Cl -3.434 5.408 1.172 0.03 0.08 0.09 -0.235
N -1.389 0.704 0.676 0.05 -0.25 0.14 0.287
C -1.157 0.462 1.976 -0.05 0.11 -0.27 -0.235
O -1.390 1.188 2.940 0.02 -0.06 0.04 -0.749
C -0.592 -0.924 2.239 0.00 -0.15 0.25 0.725
C -0.634 -1.427 3.532 0.03 0.05 0.04 -0.667
C -0.203 -2.723 3.763 0.04 -0.04 -0.07 -0.468
C 0.293 -3.467 2.702 -0.04 0.05 0.01 -0.771
C 0.319 -2.879 1.450 0.12 -0.02 -0.06 -0.458
N -0.124 -1.647 1.220 -0.38 -0.15 0.30 0.299
H -4.627 2.095 -2.164 0.01 0.00 -0.03 0.637
H -4.636 -1.822 -4.392 0.01 0.04 0.02 0.485
H -3.960 -4.118 -5.163 -0.05 0.00 0.02 0.433
H -2.027 -5.221 -4.025 0.02 0.00 0.01 0.413
H -0.826 -3.973 -2.251 0.02 0.02 -0.01 0.414
H -1.787 3.191 1.719 -0.04 -0.04 0.05 0.595
H -1.027 -0.800 4.320 0.02 0.03 -0.02 0.531
H -0.258 -3.154 4.753 0.01 0.03 0.02 0.459
H 0.630 -4.486 2.833 0.05 0.01 0.01 0.452
H 0.716 -3.408 0.589 -0.05 -0.05 0.01 0.488
N -2.839 2.275 -5.231 -0.15 -0.12 -0.29 -0.509
C -1.887 2.459 -4.277 0.41 0.10 0.31 0.167
C -1.148 1.387 -3.736 -0.04 0.11 0.08 -0.303
N -0.345 1.560 -2.699 -0.05 0.53 -0.36 0.054
C -0.151 2.812 -2.268 0.05 -0.12 0.08 -0.096
C -0.752 3.878 -2.913 0.04 -0.02 0.19 -0.585
N -1.632 3.708 -3.885 -0.16 -0.10 -0.20 -0.594
H -3.364 1.416 -5.184 -0.03 -0.01 0.09 0.259
H -3.401 3.095 -5.403 0.00 0.00 0.00 0.299
H -1.230 0.383 -4.139 -0.15 -0.03 0.02 0.632
H 0.492 2.943 -1.408 0.00 0.10 -0.02 0.359
H -0.542 4.901 -2.623 0.01 -0.02 0.06 0.421
C 5.951 -0.798 5.264 -0.06 0.03 -0.04 -1.504
C 5.012 -0.511 4.125 0.00 0.01 0.01 0.512
C 5.072 -1.229 2.941 -0.03 0.06 0.11 -1.011
C 4.244 -0.949 1.858 -0.12 -0.02 -0.14 1.218
C 4.352 -1.807 0.627 0.01 0.07 0.04 -1.457
C 3.345 0.114 1.974 -0.05 0.11 -0.10 0.329
Te 2.031 0.859 0.449 0.79 0.07 0.27 0.811
C 3.228 0.822 3.178 -0.08 0.13 -0.04 0.962
C 2.203 1.910 3.341 0.04 -0.02 -0.08 -1.964
C 4.065 0.499 4.235 0.06 -0.13 -0.03 -1.014
H 6.515 -1.713 5.089 0.01 -0.01 0.03 0.356
H 5.403 -0.899 6.202 0.03 -0.02 0.02 0.359
H 6.659 0.023 5.381 0.03 -0.03 0.03 0.319
H 5.785 -2.043 2.859 -0.01 -0.01 -0.06 0.275
H 4.954 -2.692 0.830 -0.03 -0.01 0.03 0.395
H 4.819 -1.261 -0.190 -0.01 -0.05 -0.06 0.333
H 3.362 -2.125 0.295 0.01 -0.04 -0.07 0.151
H 1.183 1.521 3.267 -0.05 0.02 0.04 0.305
H 2.326 2.678 2.570 0.00 0.05 0.07 0.387
H 2.299 2.393 4.311 -0.04 0.01 0.00 0.416
H 3.982 1.047 5.168 -0.04 0.05 -0.02 0.363
S 2.592 -1.388 -3.488 -0.11 -0.29 -0.43 -0.376
C 2.738 -0.541 -2.173 0.16 0.38 0.47 0.680
N 2.932 0.096 -1.188 -0.03 0.00 -0.05 -0.757
```
Positions in Å, forces in eV/Å.

**HOMO**: -7.40 eV
**Calculated total energy**: -98044.8403 eV

Entry 2:
The following is a quantum chemistry calculation of a structure of composition C11H10ClDyNO, from the Open Molecules 2025 dataset.

```
25
Properties=species:S:1:pos:R:3:forces:R:3:lowdin_spin:R:1
C 2.478 -1.509 -0.155 -0.53 -0.95 -1.17 -0.011
C 2.115 -0.688 -1.293 0.04 -1.25 -0.18 -0.008
C 0.805 -1.082 -1.722 1.03 -0.77 0.35 -0.010
H 2.727 0.104 -1.737 -0.36 -0.37 0.33 0.000
C 0.341 -2.128 -0.862 1.08 -0.09 -0.17 -0.011
C 1.362 -2.398 0.111 0.82 -0.13 -1.26 -0.004
H 1.319 -3.148 0.902 -0.04 0.34 -0.24 0.000
H 3.387 -1.424 0.434 -0.19 -0.03 -0.17 0.000
H 0.288 -0.707 -2.601 0.06 0.08 0.51 0.000
H -0.593 -2.681 -0.982 0.30 0.43 0.24 0.000
Dy 0.789 -0.108 0.711 -3.62 3.67 0.49 5.074
Cl 2.315 1.810 1.189 0.55 0.19 0.21 -0.011
C -1.979 2.079 0.535 0.66 -0.38 -0.53 -0.002
C -2.567 0.921 -0.051 0.78 0.23 -0.50 -0.003
C -1.956 0.722 -1.332 0.27 0.46 0.86 -0.001
H -3.320 0.277 0.398 0.11 0.22 -0.11 0.000
C -0.979 1.745 -1.523 -0.11 -0.26 0.99 -0.002
C -0.982 2.582 -0.359 -0.43 -0.97 -0.03 -0.003
H -0.314 3.416 -0.181 -0.17 -0.05 -0.02 0.000
H -2.187 2.471 1.525 -0.04 -0.02 -0.12 0.000
H -2.181 -0.077 -2.025 -0.06 0.01 -0.01 0.000
H -0.320 1.853 -2.379 -0.14 0.05 0.04 0.000
O -0.184 -0.658 4.998 -0.12 -0.03 -0.88 0.001
C -0.185 -0.672 3.805 0.16 -0.05 -0.74 0.001
N -0.178 -0.699 2.594 -0.05 -0.31 2.11 -0.012
```
Positions in Å, forces in eV/Å.

**HOMO (spin up / spin down)**: -3.80 / -3.82 eV
**Total charge**: -1
**Multiplicity**: 6
**Calculated total energy**: -51716.7465 eV

Entry 3:
The following is a quantum chemistry calculation of an isolated molecule of C15H22N2O4, from the Open Molecules 2025 dataset.

```
43
Properties=species:S:1:pos:R:3:forces:R:3:nbo_charge:R:1
O -1.048 -1.814 0.479 -0.01 0.01 -0.01 -0.649
C -0.326 -0.881 0.796 0.01 -0.05 0.01 0.683
N 0.182 -0.020 -0.121 0.01 0.03 0.02 -0.606
C -0.098 -0.157 -1.531 0.02 -0.02 0.01 -0.158
C -1.406 0.551 -1.867 -0.01 0.01 -0.01 -0.062
O -1.655 0.381 -3.258 0.02 -0.01 0.00 -0.741
C 1.055 0.515 -2.276 -0.01 0.03 -0.02 0.655
O 1.481 1.587 -1.887 0.01 0.01 0.00 -0.621
N 1.571 -0.183 -3.311 -0.04 -0.10 0.08 -0.154
C 0.953 -1.283 -4.069 -0.01 0.05 0.00 -0.249
C 1.533 -1.086 -5.475 0.05 -0.01 -0.04 -0.437
C 2.018 0.355 -5.412 -0.01 -0.02 0.02 -0.078
O 2.540 0.458 -4.086 -0.01 0.05 -0.03 -0.333
C 0.074 -0.632 2.227 0.01 0.03 0.02 -0.291
C -1.072 -0.693 3.272 -0.02 0.00 0.00 -0.381
C -0.190 -1.599 4.122 0.06 -0.06 0.11 -0.036
C 0.754 -1.831 2.948 -0.01 0.02 -0.05 -0.377
C 0.240 -1.353 5.559 -0.01 0.01 -0.15 -0.395
C -0.563 -2.541 5.180 -0.03 0.02 -0.03 -0.075
C -1.790 -3.222 5.637 0.03 -0.04 0.04 -0.400
C -0.504 -4.003 5.370 -0.10 0.03 0.08 -0.401
H 0.756 0.763 0.150 0.00 0.00 -0.01 0.424
H -0.190 -1.217 -1.762 -0.01 0.00 0.01 0.234
H -2.199 0.104 -1.262 0.00 0.00 0.00 0.185
H -1.299 1.609 -1.611 0.00 0.00 0.00 0.177
H -2.442 0.879 -3.496 -0.02 0.01 0.00 0.480
H 1.222 -2.249 -3.644 0.03 0.01 0.01 0.209
H -0.127 -1.166 -4.060 0.00 -0.01 -0.01 0.237
H 2.384 -1.746 -5.635 -0.02 -0.02 -0.01 0.214
H 0.795 -1.267 -6.254 -0.01 0.04 0.00 0.224
H 2.831 0.590 -6.092 0.01 -0.01 0.00 0.205
H 1.197 1.068 -5.540 0.01 0.00 -0.01 0.176
H 0.664 0.280 2.327 0.00 0.00 -0.01 0.205
H -1.390 0.256 3.703 0.01 0.00 0.00 0.207
H -1.933 -1.226 2.867 0.00 0.00 -0.01 0.226
H 0.541 -2.767 2.431 0.00 0.00 0.00 0.223
H 1.825 -1.743 3.131 0.00 0.00 0.01 0.208
H 1.289 -1.499 5.792 0.00 0.03 0.03 0.211
H -0.253 -0.550 6.095 0.01 0.00 0.03 0.212
H -2.085 -3.099 6.671 -0.01 0.00 -0.01 0.211
H -2.610 -3.344 4.942 0.03 0.01 -0.04 0.214
H -0.478 -4.635 4.492 0.02 0.00 0.00 0.214
H 0.023 -4.385 6.235 0.02 -0.03 -0.03 0.211
```
Positions in Å, forces in eV/Å.

**HOMO**: -9.17 eV
**Calculated total energy**: -27078.7080 eV

Please write out number 3 again, unchanged.
The following is a quantum chemistry calculation of an isolated molecule of C15H22N2O4, from the Open Molecules 2025 dataset.

```
43
Properties=species:S:1:pos:R:3:forces:R:3:nbo_charge:R:1
O -1.048 -1.814 0.479 -0.01 0.01 -0.01 -0.649
C -0.326 -0.881 0.796 0.01 -0.05 0.01 0.683
N 0.182 -0.020 -0.121 0.01 0.03 0.02 -0.606
C -0.098 -0.157 -1.531 0.02 -0.02 0.01 -0.158
C -1.406 0.551 -1.867 -0.01 0.01 -0.01 -0.062
O -1.655 0.381 -3.258 0.02 -0.01 0.00 -0.741
C 1.055 0.515 -2.276 -0.01 0.03 -0.02 0.655
O 1.481 1.587 -1.887 0.01 0.01 0.00 -0.621
N 1.571 -0.183 -3.311 -0.04 -0.10 0.08 -0.154
C 0.953 -1.283 -4.069 -0.01 0.05 0.00 -0.249
C 1.533 -1.086 -5.475 0.05 -0.01 -0.04 -0.437
C 2.018 0.355 -5.412 -0.01 -0.02 0.02 -0.078
O 2.540 0.458 -4.086 -0.01 0.05 -0.03 -0.333
C 0.074 -0.632 2.227 0.01 0.03 0.02 -0.291
C -1.072 -0.693 3.272 -0.02 0.00 0.00 -0.381
C -0.190 -1.599 4.122 0.06 -0.06 0.11 -0.036
C 0.754 -1.831 2.948 -0.01 0.02 -0.05 -0.377
C 0.240 -1.353 5.559 -0.01 0.01 -0.15 -0.395
C -0.563 -2.541 5.180 -0.03 0.02 -0.03 -0.075
C -1.790 -3.222 5.637 0.03 -0.04 0.04 -0.400
C -0.504 -4.003 5.370 -0.10 0.03 0.08 -0.401
H 0.756 0.763 0.150 0.00 0.00 -0.01 0.424
H -0.190 -1.217 -1.762 -0.01 0.00 0.01 0.234
H -2.199 0.104 -1.262 0.00 0.00 0.00 0.185
H -1.299 1.609 -1.611 0.00 0.00 0.00 0.177
H -2.442 0.879 -3.496 -0.02 0.01 0.00 0.480
H 1.222 -2.249 -3.644 0.03 0.01 0.01 0.209
H -0.127 -1.166 -4.060 0.00 -0.01 -0.01 0.237
H 2.384 -1.746 -5.635 -0.02 -0.02 -0.01 0.214
H 0.795 -1.267 -6.254 -0.01 0.04 0.00 0.224
H 2.831 0.590 -6.092 0.01 -0.01 0.00 0.205
H 1.197 1.068 -5.540 0.01 0.00 -0.01 0.176
H 0.664 0.280 2.327 0.00 0.00 -0.01 0.205
H -1.390 0.256 3.703 0.01 0.00 0.00 0.207
H -1.933 -1.226 2.867 0.00 0.00 -0.01 0.226
H 0.541 -2.767 2.431 0.00 0.00 0.00 0.223
H 1.825 -1.743 3.131 0.00 0.00 0.01 0.208
H 1.289 -1.499 5.792 0.00 0.03 0.03 0.211
H -0.253 -0.550 6.095 0.01 0.00 0.03 0.212
H -2.085 -3.099 6.671 -0.01 0.00 -0.01 0.211
H -2.610 -3.344 4.942 0.03 0.01 -0.04 0.214
H -0.478 -4.635 4.492 0.02 0.00 0.00 0.214
H 0.023 -4.385 6.235 0.02 -0.03 -0.03 0.211
```
Positions in Å, forces in eV/Å.

**HOMO**: -9.17 eV
**Calculated total energy**: -27078.7080 eV

Q: Look up the calculated total energy of the first one.
A: -98044.8403 eV

Q: Among the records above, which one has the lowest calculated total energy?
A: C32H26Cl2N8O2PbSTe